37
Properties=species:S:1:pos:R:3:forces:R:3:mulliken_charge:R:1 method="wB97M-V/def2-TZVPD" gap_ev="4.90 / 4.90" e_homo_ev="-5.68 / -5.68" e_tot_ev=-82728.4585 de_lowest_kj_mol=0.0 lumo_energy_ev="-0.777 / -0.777"
C 0.555 1.687 -0.989 0.032 -0.703 -0.015 -0.515
C 1.778 1.365 -1.651 -0.452 -0.791 -0.044 -0.727
C 1.461 0.664 -2.842 -0.235 0.705 0.470 -0.456
C 0.037 0.637 -2.982 0.158 0.048 0.963 -0.634
C -0.528 1.238 -1.823 0.587 -0.495 -0.307 -0.569
Ga 0.284 -0.323 1.920 3.483 2.328 0.367 -0.227
P -1.562 0.553 3.024 -1.800 -0.159 0.032 -0.094
H 0.466 2.179 -0.020 -0.006 0.184 -0.374 0.596
H 2.777 1.568 -1.267 -0.238 -0.048 -0.112 0.400
H 2.183 0.253 -3.548 -0.223 0.235 0.115 0.415
H -1.586 1.343 -1.597 0.156 0.102 -0.143 0.405
H -0.499 0.231 -3.835 0.011 0.042 0.198 0.411
H -2.674 0.981 2.213 0.096 0.079 0.857 0.133
H -1.217 1.713 3.799 -0.226 -0.757 -0.530 0.169
H -2.113 -0.361 3.994 -0.014 0.786 -0.259 0.124
C 0.284 -3.634 3.543 0.004 -0.182 -0.034 -1.223
C 0.932 -3.646 2.154 0.401 0.024 -0.056 -0.815
P 0.333 -2.371 0.989 -1.587 -1.445 -1.319 0.867
C 1.352 -2.404 -0.522 0.335 0.266 0.311 -0.378
C 1.848 -3.797 -0.904 0.105 -0.133 -0.169 -1.232
C -1.335 -2.862 0.406 -0.194 -0.511 0.013 -0.612
C -1.567 -4.369 0.288 -0.450 -0.218 -0.187 -1.169
H 0.389 -2.667 4.048 0.058 -0.081 -0.138 0.281
H 0.787 -4.391 4.163 -0.263 0.255 -0.091 0.373
H -0.784 -3.881 3.499 0.192 0.020 -0.016 0.287
H 2.016 -3.466 2.242 -0.256 -0.037 0.023 0.397
H 0.820 -4.632 1.676 0.050 0.328 0.127 0.522
H 0.751 -1.952 -1.325 0.124 0.111 0.241 0.225
H 2.189 -1.715 -0.339 -0.125 -0.119 -0.173 0.409
H 1.027 -4.468 -1.187 0.187 0.155 0.105 0.194
H 2.510 -3.712 -1.772 -0.092 -0.035 0.164 0.415
H 2.416 -4.268 -0.092 -0.084 0.078 -0.215 0.280
H -2.064 -2.397 1.086 0.162 -0.269 -0.160 0.428
H -1.475 -2.379 -0.572 0.077 0.032 0.269 0.446
H -1.265 -4.919 1.188 -0.101 0.143 -0.175 0.238
H -2.637 -4.556 0.136 0.192 -0.070 0.012 0.404
H -1.042 -4.802 -0.572 -0.062 0.129 0.250 0.232